Molecular formula: C12H30AgN6O6
Method: DFT, ωB97M-V/def2-TZVPD

Output
LUMO (spin up / spin down): -7.42 / -11.14 eV
HOMO (spin up / spin down): -13.1 / -13.1 eV
relative energy (zero: lowest compared OMol25 entry of this formula, charge and spin): 67.17 kcal per mole
⟨S²⟩: 0.75

```
! RIJCOSX wB97M-V def2-TZVPD def2/J DEFGRID3
* xyz 2 2
Ag -21.036 11.805 11.464
O -19.748 15.862 11.880
C -19.392 17.051 11.811
N -19.356 17.738 12.941
C -18.908 17.543 10.485
H -19.380 17.279 13.840
H -18.960 18.668 12.963
H -19.280 18.560 10.362
H -19.374 16.999 9.664
H -17.819 17.525 10.426
O -16.642 11.997 11.146
C -15.456 12.188 11.236
N -14.874 13.147 11.913
C -14.480 11.388 10.365
H -13.876 13.277 11.822
H -15.351 13.567 12.697
H -14.242 11.915 9.441
H -14.751 10.365 10.104
H -13.527 11.290 10.885
O -19.432 8.021 10.659
C -18.984 6.912 10.405
N -18.212 6.368 11.350
C -19.326 6.172 9.136
H -17.984 6.770 12.248
H -17.662 5.611 10.969
H -20.105 5.467 9.426
H -18.421 5.694 8.760
H -19.749 6.880 8.423
O -24.046 9.340 12.719
C -25.030 9.010 13.341
N -26.172 9.565 13.029
C -25.013 7.882 14.348
H -26.954 9.360 13.636
H -26.244 10.094 12.173
H -25.995 7.417 14.268
H -24.631 8.225 15.310
H -24.322 7.069 14.123
O -24.246 14.547 12.418
C -24.861 15.540 12.686
N -25.212 15.948 13.905
C -25.324 16.490 11.534
H -25.075 15.309 14.675
H -25.554 16.891 14.019
H -25.875 17.323 11.969
H -26.023 15.916 10.925
H -24.460 16.944 11.049
O -19.822 10.815 15.374
C -19.060 10.374 16.248
N -18.086 11.108 16.692
C -19.493 9.216 17.089
H -17.932 12.049 16.357
H -17.783 10.974 17.646
H -18.989 9.017 18.034
H -19.694 8.326 16.493
H -20.511 9.374 17.446
*
```

=====

Molecular formula: C4H5NO
Method: DFT, ωB97M-V/def2-TZVPD

Output
LUMO: 0.84 eV
HOMO: -9.5 eV
relative energy (zero: lowest compared OMol25 entry of this formula, charge and spin): 25.97 kcal per mole

```
! RIJCOSX wB97M-V def2-TZVPD def2/J DEFGRID3
* xyz 0 1
H -1.839 0.092 -2.378
N -1.476 -0.590 -1.721
C -0.712 -0.158 -0.800
C -0.011 -1.096 0.080
C 0.822 -0.438 0.875
C 0.567 1.035 0.729
O -0.276 1.120 -0.479
H -0.148 -2.156 -0.038
H 1.628 -0.882 1.448
H 1.523 1.601 0.791
H -0.078 1.472 1.494
*
```

=====

Molecular formula: B3BrH3NiO6P
Method: DFT, ωB97M-V/def2-TZVPD

Output
LUMO (spin up / spin down): -10.09 / -13.36 eV
HOMO (spin up / spin down): -19.4 / -19.0 eV
⟨S²⟩: 2.01

```
! RIJCOSX wB97M-V def2-TZVPD def2/J DEFGRID3
* xyz 2 3
O -2.226 1.268 -1.335
P -1.562 -0.019 -0.742
O -1.867 -0.024 0.847
O -2.221 -1.303 -1.322
B 0.388 0.097 -0.892
O 1.041 1.155 -1.323
B 1.785 1.627 -0.196
O 2.502 0.694 0.543
B 1.815 -0.449 0.695
Br 1.654 -1.330 2.418
O 1.128 -0.975 -0.453
H -1.285 0.648 1.271
H -2.080 -2.075 -0.738
H 1.698 2.753 0.134
Ni -0.770 -2.068 1.092
*
```

=====

Molecular formula: C3H9N2O2
Method: DFT, ωB97M-V/def2-TZVPD

Output
LUMO (spin up / spin down): -5.31 / -6.96 eV
HOMO (spin up / spin down): -13.4 / -11.7 eV
relative energy (zero: lowest compared OMol25 entry of this formula, charge and spin): 206.80 kcal per mole

```
! RIJCOSX wB97M-V def2-TZVPD def2/J DEFGRID3
* xyz 1 1
C -0.466 0.271 -1.223
C 1.140 -1.686 1.546
C 1.351 -0.805 0.286
N -2.902 2.201 -2.648
N 0.090 -0.684 -0.615
O 1.843 0.427 0.798
O -4.022 2.780 -2.424
H -0.424 1.370 -1.114
H 1.898 -1.394 2.212
H 1.254 -2.661 1.176
H 0.131 -1.311 1.818
H 1.942 -1.163 -0.538
H -2.827 1.583 -1.883
H -0.267 -1.629 -0.856
H 2.509 0.282 1.390
H -4.206 3.406 -3.198
*
```

=====

Molecular formula: C5H6N
Method: DFT, ωB97M-V/def2-TZVPD

Output
LUMO: -5.67 eV
HOMO: -15.7 eV
relative energy (zero: lowest compared OMol25 entry of this formula, charge and spin): 144.11 kcal per mole

```
! RIJCOSX wB97M-V def2-TZVPD def2/J DEFGRID3
* xyz 1 1
C 1.665 -1.052 -0.868
C 2.420 -0.136 -0.361
C 1.381 0.464 0.442
C -1.016 0.592 -0.112
C -1.918 -0.525 0.175
N 0.201 0.666 0.087
H 3.492 0.174 -0.497
H 1.749 0.891 1.291
H -1.701 1.143 -0.732
H -1.453 -1.249 0.904
H -1.998 -1.030 -0.809
H -2.824 0.060 0.482
*
```

=====

Molecular formula: C5H18N2O2S
Method: DFT, ωB97M-V/def2-TZVPD

Output
LUMO (spin up / spin down): 2.76 / 2.73 eV
HOMO (spin up / spin down): 0.8 / -6.1 eV
relative energy (zero: lowest compared OMol25 entry of this formula, charge and spin): 0.00 kcal per mole
⟨S²⟩: 0.75

```
! RIJCOSX wB97M-V def2-TZVPD def2/J DEFGRID3
* xyz -1 2
C -0.128 -2.185 1.640
N -0.108 -0.723 1.585
C 0.899 -0.235 0.685
C 0.179 0.021 -0.623
C 0.116 -1.243 -1.451
S 0.630 -0.952 -3.171
C 1.643 1.060 1.313
N 2.416 0.915 2.539
H 0.913 -2.669 1.328
H -0.915 -2.593 0.924
H -0.245 -2.618 2.588
H 0.126 -0.471 2.559
H 1.774 -1.016 0.525
H 0.535 0.925 -1.161
H -0.827 0.272 -0.274
H 0.805 -2.045 -0.918
H -0.963 -1.560 -1.631
H 1.850 -0.413 -2.843
H 0.929 1.924 1.300
H 2.462 1.482 0.479
H 2.873 0.041 2.693
H 2.009 1.223 3.379
H -2.951 2.209 -0.299
H -1.770 2.306 -1.288
O -2.361 2.848 -0.780
H -3.821 0.942 1.408
H -2.132 1.202 1.568
O -3.031 0.933 1.050
*
```

=====

Molecular formula: C2H13NO3S2
Method: DFT, ωB97M-V/def2-TZVPD

Output
LUMO: -5.05 eV
HOMO: -8.9 eV
relative energy (zero: lowest compared OMol25 entry of this formula, charge and spin): 124.49 kcal per mole

```
! RIJCOSX wB97M-V def2-TZVPD def2/J DEFGRID3
* xyz 0 1
N -0.548 -2.513 0.068
C 0.582 -1.638 0.060
C 0.313 -0.345 0.804
S 1.372 1.005 0.457
S -2.790 -0.609 -1.028
H -1.253 -2.003 -0.411
H -0.224 -3.336 -0.468
H 1.447 -2.096 0.550
H 1.029 -1.367 -0.898
H -0.741 0.026 0.594
H 0.274 -0.513 1.887
H -3.783 -1.463 -0.730
H 3.973 -0.399 0.400
H 2.873 -0.421 -0.670
O 3.653 -0.875 -0.403
H -2.470 1.206 0.209
H -1.521 2.329 0.486
O -2.171 1.745 0.920
H -0.308 4.490 -0.534
H 0.340 3.105 -0.311
O -0.046 3.672 -0.980
*
```

=====

Molecular formula: C4H9N
Method: DFT, ωB97M-V/def2-TZVPD

Output
LUMO: 1.19 eV
HOMO: -8.6 eV
relative energy (zero: lowest compared OMol25 entry of this formula, charge and spin): 50.89 kcal per mole

```
! RIJCOSX wB97M-V def2-TZVPD def2/J DEFGRID3
* xyz 0 1
C -1.364 1.011 0.662
N -0.669 -0.100 0.015
C 0.222 0.152 -1.153
C 1.363 -0.666 -0.474
C 0.418 -0.626 0.829
H -1.531 0.809 1.858
H -0.720 1.901 0.719
H -2.398 1.230 0.167
H 0.572 1.206 -1.297
H 0.047 -0.135 -2.267
H 1.467 -1.606 -1.045
H 2.327 -0.243 -0.385
H 0.865 0.041 1.702
H 0.217 -1.728 1.259
*
```